Entry 1:
Density functional theory data (ωB97M-V/def2-TZVPD) for an isolated molecule of C5H7NO.

Properties
Calculated total energy: -324.568067 Eh
Largest force on an atom: 2.11 eV/Å
Frontier orbital gap: 0.354 Ha
HOMO level: -8.8311 eV
Energy relative to the best compared isomer or geometry (same formula, charge and spin): 4.256 eV
SMILES: C[C@]12N[C@H]1CC2=O

```
! wB97M-V def2-TZVPD RIJCOSX def2/J DEFGRID3
* xyz 0 1
O -0.701 -1.940 -0.812
N -1.421 1.239 0.246
C -0.429 -0.979 -0.140
C -0.350 0.444 -0.470
C -0.218 0.836 0.962
C -0.033 -0.661 1.307
C 0.947 0.235 -1.452
H 1.014 -0.860 1.581
H -0.726 -1.154 1.967
H 0.642 0.123 -2.488
H -2.292 0.740 0.507
H 1.527 -0.720 -1.263
H 0.378 1.674 1.329
H 1.664 1.023 -1.274
*
```



Entry 2:
Density functional theory data (ωB97M-V/def2-TZVPD) for a structure of composition C5H7NO.

Properties
Calculated total energy: -324.592999 Eh
Largest force on an atom: 0.35 eV/Å
Frontier orbital gap: 0.338 Ha
HOMO level: -8.2760 eV
Energy relative to the best compared isomer or geometry (same formula, charge and spin): 3.577 eV

```
! wB97M-V def2-TZVPD RIJCOSX def2/J DEFGRID3
* xyz 0 1
O -0.923 1.297 -0.211
N 0.713 -1.875 0.263
C -0.167 -0.788 0.131
C 1.511 1.183 -0.110
C -1.978 0.421 -0.136
C 0.186 0.514 -0.043
C -1.618 -0.917 0.160
H -2.949 0.902 -0.084
H 2.276 0.441 -0.359
H 1.776 1.650 0.846
H -2.051 -0.412 -1.049
H 0.211 -2.691 0.590
H 1.519 1.962 -0.879
H 1.493 -1.687 0.882
*
```



Entry 3:
Density functional theory data (ωB97M-V/def2-TZVPD) for an isolated molecule of C5H7NO.

Properties
Calculated total energy: -324.647810 Eh
Largest force on an atom: 0.48 eV/Å
Frontier orbital gap: 0.336 Ha
HOMO level: -8.9194 eV
Energy relative to the best compared isomer or geometry (same formula, charge and spin): 2.086 eV
SMILES: [H]/N=C/C(C)=C\C=O

```
! wB97M-V def2-TZVPD RIJCOSX def2/J DEFGRID3
* xyz 0 1
O -1.348 1.932 1.939
N -1.666 0.648 -0.494
C 0.342 0.406 1.010
C 1.388 -1.460 -0.366
C 0.321 -0.454 -0.020
C -0.862 -0.253 -0.887
C -0.609 1.578 1.045
H 2.107 -1.037 -1.080
H -2.480 0.900 -1.039
H -0.250 2.266 0.241
H 1.954 -1.760 0.520
H -1.001 -0.840 -1.800
H 1.131 0.438 1.756
H 0.974 -2.365 -0.826
*
```